Entry 1:
{
  "formula": "C3H4O",
  "method": "wB97M-V/def2-TZVPD",
  "de_lowest_ev": 4.468,
  "largest_force_ev_per_a": 3.24,
  "multiplicity": 1,
  "e_homo_ev": [-10.24, -8.64],
  "lumo_energy_ev": [0.39, -2.40],
  "symbols": ["C", "C", "C", "O", "H", "H", "H", "H"],
  "positions_angstrom": [[2.502, 0.143, -0.207], [1.454, 0.714, 0.172], [-1.965, -0.560, 0.017], [0.399, 0.945, 0.682], [3.493, 0.168, -0.536], [-1.818, -0.349, 1.030], [-2.977, -0.471, -0.458], [-1.087, -0.590, -0.700]]
}



Entry 2:
{
  "formula": "C3H3NO2S",
  "method": "wB97M-V/def2-TZVPD",
  "de_lowest_ev": 4.957,
  "largest_force_ev_per_a": 5.11,
  "multiplicity": 1,
  "e_homo_ev": -9.03,
  "smiles": "O=c1ccon1S",
  "lumo_energy_ev": 0.01,
  "symbols": ["O", "C", "C", "C", "O", "N", "S", "H", "H", "H"],
  "positions_angstrom": [[-0.088, 2.226, -0.175], [-0.299, 1.086, 0.023], [-1.517, 0.156, -0.228], [-1.059, -1.082, -0.184], [0.409, -1.145, -0.076], [0.739, 0.110, 0.177], [2.573, 0.093, -0.287], [-2.536, 0.375, -0.292], [-1.308, -2.129, -0.067], [3.084, 0.309, 1.110]]
}



Number 1: E -191.7458 Ha. Number 2: E -719.3981 Ha.